Entry from OMol25: a 11-piece molecular cluster, C33H74Cl2O14 overall at a distorted geometry (ωB97M-V with the def2-TZVPD basis set).

The geometry in XYZ format:
```
123
Properties=species:S:1:pos:R:3:forces:R:3
C -1.1739 -9.2215 4.8229 0.2 2.0 0.7
C -2.1382 -8.1107 4.3471 0.2 1.5 0.8
C -2.5815 -8.5719 2.9957 1.0 0.2 0.5
O -2.5407 -9.9578 3.1730 -2.5 -1.8 -2.2
C -1.5409 -10.4034 3.9918 1.2 0.1 1.1
H -1.3279 -9.3867 5.8892 0.4 0.0 0.0
H -0.1563 -8.8959 4.6070 0.1 0.0 0.4
H -1.6520 -7.1393 4.2573 0.3 0.0 0.1
H -2.9592 -7.9101 5.0356 -0.2 -0.5 0.0
H -1.8291 -8.2275 2.2862 0.2 -0.2 -0.5
H -3.5415 -8.2072 2.6304 -0.2 -0.5 0.3
H -0.6541 -10.7407 3.4553 -0.1 -0.3 -0.4
H -1.8246 -11.1649 4.7182 -0.6 -0.5 -0.7
C 6.1422 -8.0298 1.4095 0.1 1.0 -0.4
C 7.6286 -7.9006 1.0577 0.7 -0.4 -0.6
C 8.1947 -6.7269 1.8523 -1.3 -0.7 0.7
O 7.0386 -5.9619 2.2069 -0.5 0.5 -0.7
C 5.9238 -6.8564 2.3403 0.0 0.5 1.8
H 5.8864 -9.0003 1.8348 -0.1 0.2 -0.1
H 5.5432 -7.7971 0.5291 -0.1 -0.6 -0.1
H 7.8225 -7.6377 0.0178 -0.4 -0.5 -0.2
H 8.1087 -8.8508 1.2911 0.4 0.2 -0.2
H 8.8821 -6.1036 1.2804 0.0 0.0 0.3
H 8.6250 -7.1287 2.7696 0.5 0.3 0.2
H 4.9423 -6.3890 2.2607 0.3 0.7 -1.0
H 5.8471 -7.0534 3.4096 0.5 -1.0 0.3
C -3.9959 6.7831 3.9339 0.3 -2.0 0.5
C -3.9857 7.7667 2.7939 0.3 -0.1 -0.1
C -2.4954 7.8207 2.4164 -1.0 0.7 -0.5
O -1.8632 7.5330 3.6028 1.9 0.1 1.6
C -2.5144 6.3973 4.1430 -0.6 0.7 -0.4
H -4.4936 5.8588 3.6404 -0.5 0.1 0.3
H -4.4079 7.1707 4.8656 -0.1 0.0 -0.2
H -4.2621 8.7246 3.2345 -0.3 0.2 -0.7
H -4.6054 7.3958 1.9775 -0.2 0.6 0.0
H -2.2420 8.8266 2.0814 0.3 -0.1 0.0
H -2.1950 7.1041 1.6520 -0.2 -0.2 -0.3
H -2.2750 6.1997 5.1878 0.3 0.4 -0.1
H -2.1958 5.5414 3.5481 -0.3 -0.4 -0.1
C -4.7413 -2.0870 9.0682 -1.2 -0.6 0.5
C -4.2075 -1.0519 8.0931 0.9 -0.5 0.7
C -4.9755 -1.3337 6.8144 0.1 -0.5 1.3
O -6.2690 -1.7233 7.2925 -0.5 0.7 -0.5
C -6.1708 -2.3708 8.5696 0.6 0.4 -0.8
H -4.8294 -1.7095 10.0869 0.4 0.0 0.0
H -4.2240 -3.0462 9.0866 0.5 0.3 -0.1
H -3.1336 -1.2218 8.0159 0.1 0.3 -0.3
H -4.3663 -0.0690 8.5366 -0.1 0.2 -0.5
H -4.5473 -2.2061 6.3208 0.3 0.1 -0.3
H -4.9624 -0.4638 6.1577 -0.7 -0.2 -0.1
H -6.3452 -3.4336 8.4016 -0.1 -0.1 0.3
H -6.9111 -1.9517 9.2511 -0.2 -0.1 -0.2
C -8.1046 6.9653 -4.7007 0.0 -1.3 -0.4
C -6.8693 6.9778 -5.5794 -1.0 2.3 -1.3
C -5.7545 6.6123 -4.6788 -0.8 -0.5 -0.5
O -6.4110 5.7943 -3.7063 0.1 -0.7 1.0
C -7.8363 5.6358 -3.9938 0.7 1.1 0.2
H -9.0019 7.0701 -5.3107 -0.2 -0.2 0.3
H -8.0706 7.7162 -3.9113 0.0 0.3 -0.3
H -6.7841 7.9980 -5.9534 0.4 0.0 -0.4
H -6.9641 6.3285 -6.4498 -0.2 -0.2 0.1
H -5.3244 7.5317 -4.2814 0.3 -0.3 0.6
H -5.0427 6.0547 -5.2876 0.5 -0.2 0.6
H -8.4134 5.5831 -3.0706 0.4 -0.3 0.2
H -7.9796 4.7256 -4.5762 -0.2 0.1 -0.2
C -0.1347 0.7710 -0.0723 -0.4 0.8 0.9
C -1.4679 0.8944 -0.8456 -0.1 -0.5 0.5
C -2.0500 -0.5425 -0.7991 1.6 0.8 -0.2
O -1.1523 -1.2994 0.0571 -0.6 -1.1 -1.0
C -0.2694 -0.4658 0.8063 -1.7 0.2 -0.3
H -0.0966 1.6178 0.6130 0.7 0.3 -0.3
H 0.7049 0.7381 -0.7666 0.1 0.0 0.3
H -1.2612 1.2763 -1.8453 -0.2 -0.2 -0.1
H -2.2028 1.5598 -0.3925 0.4 0.3 0.2
H -2.0028 -0.8751 -1.8360 0.0 -0.9 0.2
H -3.0889 -0.5521 -0.4693 0.1 -0.2 0.3
H 0.6216 -0.9770 1.1708 0.2 -0.2 -0.9
H -0.8242 -0.2827 1.7265 0.1 0.8 0.3
C 4.4486 7.3596 0.3624 0.1 -0.2 -0.9
C 4.9011 8.4500 1.2789 0.5 0.6 -0.5
O 5.6651 7.8768 2.3407 -0.6 0.5 0.2
O 5.5511 6.7471 -0.3323 -0.3 0.2 0.3
H 3.7896 7.7361 -0.4200 0.0 0.1 0.0
H 3.8903 6.6106 0.9240 0.0 -0.1 0.1
H 4.0681 9.1019 1.5422 -0.4 -0.7 1.2
H 5.4808 9.2225 0.7738 0.6 -0.4 -0.5
H 6.5178 7.6419 1.9672 0.1 0.1 0.0
H 6.0681 6.2648 0.3171 0.0 -0.2 0.0
C 3.1436 5.1916 -6.8272 0.8 0.0 -0.9
C 3.9318 4.2659 -7.7880 -0.2 -0.7 2.1
O 4.3278 4.8818 -8.9576 -0.4 0.2 -0.6
O 2.1254 5.9015 -7.5410 0.2 -0.2 0.2
H 3.8754 5.8908 -6.4228 -0.2 0.2 0.3
H 2.6941 4.5962 -6.0325 0.0 0.1 0.0
H 3.3383 3.3600 -7.9111 -0.2 -0.1 -0.6
H 4.8288 3.9066 -7.2835 0.1 0.2 0.2
H 3.4846 4.9993 -9.4013 0.0 0.4 -0.6
H 2.4807 6.7770 -7.7106 -0.1 0.0 -0.1
C -1.2590 -3.2971 -9.1796 -0.9 0.8 0.3
C -0.9170 -4.7687 -9.1236 1.2 -0.4 -0.2
O -0.0601 -5.1745 -10.2182 -0.6 0.5 0.1
O -0.1425 -2.4627 -8.9872 1.2 0.0 -0.1
H -1.9219 -3.0135 -8.3622 -0.5 -0.8 0.3
H -1.7787 -2.9168 -10.0590 -0.1 -0.9 -0.6
H -1.7719 -5.4393 -9.0372 -0.4 0.4 -0.3
H -0.3353 -4.9676 -8.2235 0.0 0.4 0.4
H -0.1643 -6.1199 -10.3485 0.0 0.0 0.0
H -0.4290 -1.5757 -9.2171 0.2 0.0 0.0
C 4.1144 -2.6379 -3.6772 -0.6 0.4 0.8
C 5.6041 -2.4519 -3.3547 0.3 -0.6 -0.7
O 5.8724 -2.0258 -2.0443 -0.5 0.4 0.1
O 3.5184 -3.3178 -2.5647 0.0 -0.1 0.3
H 3.8351 -3.2292 -4.5493 0.8 0.1 -0.4
H 3.5980 -1.6838 -3.7831 0.3 0.3 -0.1
H 6.0881 -1.7408 -4.0240 -0.2 -0.1 -0.1
H 6.1048 -3.4151 -3.4528 0.0 -0.2 -0.5
H 5.4121 -2.6799 -1.5133 -0.1 0.0 0.5
H 2.7270 -2.8350 -2.3154 0.0 -0.1 0.1
C 4.8660 -1.0403 6.3629 -0.3 -0.4 0.0
Cl 4.3608 0.6341 6.4854 0.0 0.3 0.1
Cl 3.5325 -2.1441 6.9431 1.0 0.5 -0.5
H 5.1047 -1.2100 5.3130 -0.3 -0.4 0.2
H 5.7603 -1.2046 6.9640 -0.4 0.0 0.1
```
Positions in Å, forces in eV/Å.

Computed properties:
SMILES: C1CCOC1.C1CCOC1.C1CCOC1.C1CCOC1.C1CCOC1.C1CCOC1.ClCCl.OCCO.OCCO.OCCO.OCCO
Electronic energy: -89122.32607 eV
HOMO-LUMO gap: 9.74 eV
E_HOMO: -9.49 eV
Charge: 0